1.
DFT (the ωB97M-V functional and the def2-TZVPD basis) results for the ion C4H4NO with charge +1.

```
10
Properties=species:S:1:pos:R:3:forces:R:3:lowdin_charge:R:1
O 1.26735 -0.08954 0.16080 2.18 3.61 0.13 0.11
N -0.84703 0.80450 -0.08166 -1.87 0.40 0.40 0.19
C 0.48424 1.11398 -0.15687 1.12 0.28 3.31 -0.08
C -0.66498 -1.27925 -0.36536 0.34 1.06 -0.33 0.25
C 0.66791 -1.14374 -0.00642 -0.46 -4.28 -0.65 -0.11
C -1.49212 -0.24466 0.20765 2.24 -1.30 -0.92 -0.04
H 0.86393 1.44356 -1.06583 0.21 0.66 -1.91 0.14
H -2.42722 -0.46609 0.57688 -2.28 0.57 0.78 0.13
H 0.77938 1.86493 0.67569 -0.58 -1.05 -1.32 0.21
H 1.36854 -2.00369 0.05513 -0.90 0.05 0.51 0.19
```
Forces are in eV/Å.

The HOMO energy (spin up / spin down) is -15.24 / -15.57 eV. As for the total charge: +1. For the LUMO energy (spin up / spin down), the calculation gives -0.2617 / -0.2756 hartree. As for the energy relative to the best compared isomer or geometry (same formula, charge and spin): 77.4 kcal/mol. As for the orbital gap (spin up / spin down): 8.12 / 8.07 eV. Its spin multiplicity is 1.

2.
DFT (the ωB97M-V functional and the def2-TZVPD basis) results for the ion C4H4NO3S with charge -1.

```
13
Properties=species:S:1:pos:R:3:forces:R:3:lowdin_charge:R:1
S -1.71858 1.37243 0.24927 -0.77 1.09 0.68 0.72
O 1.07665 0.08641 -1.96508 1.16 -0.82 -2.17 -0.03
O 1.37703 -0.00010 1.55393 1.26 0.16 0.65 -0.12
O -1.16890 0.36541 -2.23177 -2.25 -0.62 -3.44 -0.06
N 0.99131 0.89615 0.48056 1.76 1.30 0.39 -0.03
C -0.10660 0.23656 -1.69986 1.82 1.47 3.71 -0.78
C 0.59943 -1.13198 1.55331 -0.53 2.83 -3.12 -0.17
C -0.21073 0.51054 -0.13138 -0.56 -4.79 1.48 -0.69
C -0.33857 -1.05945 0.62431 0.90 2.60 -0.19 -0.02
H -1.10726 -1.76003 0.62676 -1.42 -0.89 -0.87 0.06
H -2.15198 1.39332 -1.04098 0.27 -0.08 0.46 -0.12
H 1.85117 1.02059 -0.15225 -2.18 -1.11 0.96 0.16
H 0.90704 -1.92985 2.13319 0.53 -1.13 1.44 0.08
```
Forces are in eV/Å.

As for the SMILES: O=C([O-])[C@@]1(S)C=CON1. The HOMO energy is -4.09 eV. As for the total charge: -1. For the LUMO energy, the calculation gives 0.1306 hartree. As for the energy relative to the best compared isomer or geometry (same formula, charge and spin): 99.5 kcal/mol. As for the orbital gap: 7.64 eV. Its spin multiplicity is 1.

3.
DFT (the ωB97M-V functional and the def2-TZVPD basis) results for an isolated molecule of C4H4O.

```
9
Properties=species:S:1:pos:R:3:forces:R:3:lowdin_charge:R:1
O -1.50448 -0.84547 0.11167 0.28 1.11 0.98 -0.04
C 0.64503 0.20888 0.65628 -1.59 -1.51 -1.72 -0.13
C -0.56876 0.22112 -0.19031 -0.03 -1.74 0.46 -0.30
C 1.25135 -0.97443 0.22349 1.17 -0.49 -0.83 0.12
C 0.66518 -0.20532 -0.87523 -1.10 -0.86 1.97 -0.08
H -1.58466 -0.86329 1.10105 0.00 -0.01 -1.43 0.11
H -0.98818 1.16988 -0.39763 -0.86 0.74 -0.38 0.13
H 1.09872 0.23966 -1.71661 0.71 0.28 -1.12 0.10
H 0.98581 1.04898 1.08729 1.43 2.47 2.07 0.08
```
Forces are in eV/Å.

The HOMO energy is -9.09 eV. As for the total charge: 0. For the LUMO energy, the calculation gives 0.0195 hartree. As for the energy relative to the best compared isomer or geometry (same formula, charge and spin): 103.0 kcal/mol. As for the orbital gap: 9.62 eV. Its spin multiplicity is 1.

4.
DFT (the ωB97M-V functional and the def2-TZVPD basis) results for an isolated molecule of C4H4O.

```
9
Properties=species:S:1:pos:R:3:forces:R:3:lowdin_charge:R:1
O -0.56630 1.44730 0.33245 -0.76 -0.06 -0.61 0.03
C 1.11922 -0.54254 0.13790 -0.05 0.77 0.43 -0.14
C 1.52468 0.33454 0.87683 0.69 -0.76 -0.17 0.11
C -0.20671 -0.80342 -0.43364 -0.07 -0.07 0.13 -0.18
C -0.93585 0.55331 -0.38574 0.04 0.33 0.40 -0.23
H 1.91610 1.06331 1.54867 0.21 -0.13 -0.07 0.05
H -0.32184 -1.31654 -1.39515 0.28 0.25 0.16 0.11
H -0.69229 -1.43038 0.32477 -0.37 -0.08 -0.25 0.12
H -1.83702 0.69443 -1.00608 0.02 -0.24 -0.01 0.12
```
Forces are in eV/Å.

As for the SMILES: C#CCC=O. The HOMO energy is -9.86 eV. As for the total charge: 0. For the LUMO energy, the calculation gives 0.0352 hartree. As for the energy relative to the best compared isomer or geometry (same formula, charge and spin): 56.0 kcal/mol. As for the orbital gap: 10.82 eV. Its spin multiplicity is 1.

5.
DFT (the ωB97M-V functional and the def2-TZVPD basis) results for an isolated molecule of C4H4O.

```
9
Properties=species:S:1:pos:R:3:forces:R:3:lowdin_charge:R:1
O 0.36492 -1.82827 -0.49363 0.45 0.42 0.06 0.04
C -1.61680 0.50109 -0.20901 -0.27 0.51 0.64 0.13
C 0.61301 -0.65263 -0.53670 0.95 -0.31 0.17 -0.32
C 0.74061 0.26503 0.72082 -0.05 -0.33 -0.22 -0.12
C -0.66223 0.62763 0.52224 -0.59 0.01 -0.36 -0.14
H 0.95868 -0.31836 1.61754 -0.20 0.08 -0.11 0.12
H 0.67204 -0.07047 -1.47590 0.03 -0.18 -0.02 0.13
H 1.41820 1.12791 0.65178 -0.17 -0.38 -0.22 0.12
H -2.48842 0.34807 -0.79715 -0.15 0.18 0.05 0.05
```
Forces are in eV/Å.

As for the SMILES: C#CCC=O. The HOMO energy is -9.70 eV. As for the total charge: 0. For the LUMO energy, the calculation gives 0.0337 hartree. As for the energy relative to the best compared isomer or geometry (same formula, charge and spin): 53.0 kcal/mol. As for the orbital gap: 10.61 eV. Its spin multiplicity is 1.

6.
DFT (the ωB97M-V functional and the def2-TZVPD basis) results for an isolated molecule of C4H4O.

```
9
Properties=species:S:1:pos:R:3:forces:R:3:lowdin_charge:R:1
O 1.41338 -0.70596 -0.30071 0.10 0.05 -0.17 -0.01
C 0.93662 -0.37941 0.98388 -0.26 -0.21 0.49 -0.13
C -0.78341 0.20402 -0.81922 -0.51 0.12 0.21 -0.06
C 0.51733 0.38665 -0.20362 -0.41 0.14 0.94 -0.33
C -1.90103 0.05330 -1.24637 0.51 0.11 0.27 0.13
H 1.73261 0.04875 1.60249 -0.52 -0.03 0.05 0.12
H -2.91205 -0.07433 -1.57596 0.33 0.02 -0.03 0.03
H 0.86712 1.36380 0.08111 0.46 0.78 -1.71 0.14
H 0.12943 -0.89682 1.47842 0.30 -0.97 -0.05 0.12
```
Forces are in eV/Å.

As for the SMILES: C#C[C@H]1CO1. The HOMO energy is -9.84 eV. As for the total charge: 0. For the LUMO energy, the calculation gives 0.0393 hartree. As for the energy relative to the best compared isomer or geometry (same formula, charge and spin): 71.3 kcal/mol. As for the orbital gap: 10.91 eV. Its spin multiplicity is 1.

7.
DFT (the ωB97M-V functional and the def2-TZVPD basis) results for an isolated molecule of C4H4O.

```
9
Properties=species:S:1:pos:R:3:forces:R:3:lowdin_charge:R:1
O -0.67022 -1.10480 -0.90780 -0.59 -0.49 -0.66 -0.02
C -0.42882 0.29854 1.05834 -0.32 0.69 0.25 -0.06
C 0.16687 -0.65039 0.14954 -1.66 2.19 -0.77 -0.30
C 0.39268 -0.30653 -1.28008 3.05 1.57 -1.29 -0.16
C -0.90834 1.18913 1.71507 1.15 -1.63 -1.13 0.13
H -1.04589 2.07384 2.22570 -0.65 1.11 0.87 0.01
H 0.77183 -1.40009 0.52670 1.15 -1.27 0.95 0.12
H 1.36255 -0.81289 -1.56646 -1.32 0.03 -0.38 0.11
H 0.35934 0.71318 -1.92102 -0.82 -2.20 2.16 0.17
```
Forces are in eV/Å.

As for the SMILES: C#C[C@@H]1CO1. The HOMO energy is -9.78 eV. As for the total charge: 0. For the LUMO energy, the calculation gives 0.0390 hartree. As for the energy relative to the best compared isomer or geometry (same formula, charge and spin): 75.1 kcal/mol. As for the orbital gap: 10.84 eV. Its spin multiplicity is 1.

8.
DFT (the ωB97M-V functional and the def2-TZVPD basis) results for an isolated molecule of C4H4O.

```
9
Properties=species:S:1:pos:R:3:forces:R:3:lowdin_charge:R:1
O 1.80033 0.31911 1.57570 0.87 0.27 1.15 0.02
C -1.88643 -0.93497 -0.98641 0.30 0.11 0.07 0.13
C -0.75141 -0.63870 -0.65695 0.19 0.30 0.16 -0.15
C 0.53442 -0.23955 -0.26908 -0.84 -1.04 -0.63 -0.06
C 0.85169 0.75534 0.78755 -1.35 0.44 -1.96 -0.41
H -0.08919 1.02536 1.32668 0.44 -0.10 0.22 0.16
H 1.38299 -0.79834 -0.66521 -0.19 0.18 0.05 0.11
H 1.04008 1.69687 0.17522 0.31 -0.18 0.86 0.15
H -2.88250 -1.18513 -1.28751 0.27 0.03 0.08 0.03
```
Forces are in eV/Å.

The HOMO energy (spin up / spin down) is -10.21 / -8.37 eV. As for the total charge: 0. For the LUMO energy (spin up / spin down), the calculation gives -0.0304 / -0.0698 hartree. As for the energy relative to the best compared isomer or geometry (same formula, charge and spin): 111.3 kcal/mol. As for the orbital gap (spin up / spin down): 9.38 / 6.47 eV. Its spin multiplicity is 1.

no.,E (Ha)
1,-284.3328
2,-833.4363
3,-229.8637
4,-229.9387
5,-229.9435
6,-229.9143
7,-229.9083
8,-229.8505